Molecular formula: C24H76N14O14
Method: DFT, ωB97M-V/def2-TZVPD

Cartesian coordinates (Å):
H 5.766 0.024 -1.444
O 2.597 -0.664 3.587
C 0.077 3.294 -3.725
H -4.885 -3.338 2.476
O 3.201 1.366 1.819
H -0.622 3.621 1.507
C 3.703 2.478 1.192
O -2.462 0.951 -1.666
H 0.993 -1.080 3.780
H 1.610 1.976 -3.192
O -2.169 -1.993 3.992
H 3.820 -2.108 4.035
H 0.356 3.784 -1.551
O 0.957 -5.306 2.806
H -2.762 -1.153 -1.751
C -1.055 -1.238 3.718
N 0.407 -4.806 0.502
H 3.142 -2.376 0.423
C -0.438 3.724 -2.317
N 3.122 2.997 0.166
N 1.087 -1.902 -1.769
H -5.653 1.737 1.233
C -4.823 2.038 0.557
H 4.692 0.093 -0.032
C -2.034 -3.411 -0.517
C 3.682 0.519 -2.047
H -1.198 0.177 -0.925
O 0.640 2.089 3.278
N 2.250 -2.042 0.041
H -2.854 1.803 -1.770
H -0.065 4.975 2.371
C 0.886 4.015 4.626
C 0.220 3.218 3.514
N -1.068 -0.091 3.100
H 3.434 -1.216 -3.215
H -1.146 3.016 -1.909
O 0.834 -1.581 -4.556
C 2.087 -2.504 -1.152
H 5.101 2.647 2.446
H 4.765 -1.210 -1.190
C -0.350 -3.487 -5.224
N -0.581 -0.261 -0.200
N 4.783 3.097 1.591
H -0.176 0.454 2.953
C 3.103 -1.508 4.575
H -4.129 -0.352 -1.270
O 4.093 1.677 -2.070
H 3.800 2.136 -1.298
H -6.295 -3.222 1.430
H -1.226 -3.902 -5.679
H 1.961 0.696 1.405
H 1.066 3.495 5.535
H 0.825 -2.075 -2.732
H 3.675 -1.005 5.443
H 0.435 -2.621 2.682
H 0.285 4.867 4.910
H -0.366 -1.574 -6.038
O -3.334 -3.934 -0.702
H 0.669 -0.608 1.866
H -0.759 3.005 3.885
H -2.753 2.707 3.092
H 1.179 3.886 1.671
C -3.672 2.688 2.494
C 4.751 -0.119 -1.122
H 5.447 3.614 1.051
C 0.173 3.951 2.170
H 0.674 1.361 -4.587
H 0.028 -3.986 -4.350
H 0.522 -5.795 0.369
N -1.076 -3.573 -1.383
H -5.096 3.071 0.195
H -0.818 3.338 -4.391
C 0.341 0.560 0.261
H -1.327 -4.030 -2.206
H 1.769 -1.124 0.415
H 3.242 3.893 -0.323
N -3.675 -1.470 1.666
O 0.833 4.232 -4.028
H -2.574 0.771 0.383
N 0.492 -3.144 1.760
H 1.473 -1.727 -5.297
H 3.302 -0.430 3.022
O 3.009 -3.421 -1.753
H 2.572 0.041 -3.908
H -0.155 -4.295 -0.210
C -1.306 -1.468 -4.156
H -1.219 -0.437 -4.258
H -2.755 2.755 0.641
H 0.163 -2.313 4.588
H -0.194 -3.058 -1.316
H -3.347 -0.495 1.529
C -0.225 -2.019 -5.040
N 1.092 0.037 1.152
H 2.258 -2.071 4.901
H 1.157 -2.742 1.062
C 0.614 1.900 -3.651
H -4.306 2.169 3.135
H 2.292 2.517 -0.226
H 0.583 -1.210 -1.296
H 4.310 0.042 -4.153
C -3.266 -0.173 -1.962
H -2.286 -1.775 -4.405
C 0.693 -4.443 1.728
C -3.473 2.160 1.135
C 3.505 -0.130 -3.410
H 1.762 4.430 4.301
O 0.719 1.757 -0.288
H -3.109 -1.934 2.431
H 1.513 2.213 2.909
N -1.640 -2.592 0.402
H -1.012 4.683 -2.375
N 0.176 -1.600 3.848
H -0.788 -2.784 0.992
C -4.914 -1.690 1.285
H -1.342 -1.747 -3.065
H 2.638 0.419 -1.625
O -2.886 1.086 1.239
O -5.638 -0.867 0.431
N -5.436 -2.718 1.811
H 0.720 4.436 -4.993
H 0.061 1.269 -2.961
H -3.630 -0.275 -2.971
H -2.448 -2.177 0.939
H -4.855 1.394 -0.284
H 0.448 -3.780 -5.891
H -1.909 0.356 2.819
H -4.131 3.718 2.434
H -0.921 -1.251 0.123

Molecular weight (g/mol): 784.96
Gap between HOMO and LUMO (eV): 8.67
Total energy (eV): -75636.626
HOMO energy (hartree): -0.3239

Atomic partial charges in e from the Mulliken method, atoms 1 to 2:
1. H 0.38
2. O -0.55

***

Molecular formula: C12H24O24S6
Method: DFT, ωB97M-V/def2-TZVPD

Cartesian coordinates (Å):
H 6.894 34.271 28.214
O 7.877 32.479 28.052
H -0.170 29.638 23.008
H 11.291 30.357 24.258
O 7.411 32.232 25.722
O -0.657 32.625 21.285
H 12.083 30.572 21.960
O 2.237 29.802 22.856
H 6.412 31.630 23.055
H 10.868 32.061 23.919
C 10.728 31.026 23.608
S -1.436 33.967 20.614
C 0.314 32.872 22.384
H 1.810 37.964 25.607
O 4.286 31.322 22.852
H -0.299 27.922 22.512
H 6.240 29.830 24.781
O 5.194 36.514 23.610
C 1.954 37.308 23.583
C 7.534 33.699 27.543
C -0.026 34.366 22.715
H 11.029 31.710 21.411
H 1.316 32.779 21.966
H 5.788 33.249 26.700
O 9.301 28.090 23.198
H 3.150 38.696 24.703
H -0.051 34.507 23.796
O 10.217 29.812 21.538
O 9.639 31.406 26.557
H 1.971 37.987 22.730
H 5.410 29.241 23.141
O 2.432 31.599 24.615
H -1.806 28.611 20.660
H 5.292 32.086 24.346
O -2.790 33.658 20.173
S -3.398 28.472 23.034
O 3.339 36.715 25.409
C -0.851 28.839 22.716
O 7.642 29.500 22.074
O -1.307 34.637 22.143
C 5.497 31.343 23.575
H -1.414 30.311 21.134
O -2.981 29.580 21.898
S 8.222 31.382 26.840
H 6.897 34.181 25.559
O -1.887 28.556 23.701
H 8.479 34.238 27.494
O 2.745 36.282 23.086
O -0.610 34.746 19.706
S 3.980 35.903 24.131
O 4.045 34.463 24.470
O 7.558 30.068 26.943
H 0.181 32.401 23.358
C -1.692 29.316 21.483
O -4.276 28.943 24.061
C 2.609 37.769 24.891
O 4.181 29.776 24.637
C 5.465 29.886 24.017
C 6.785 33.367 26.276
S 3.070 30.625 23.727
H 0.946 37.104 23.944
O -3.628 27.169 22.417
C 11.029 30.831 22.054
H 0.866 34.928 22.438
S 8.998 29.427 22.603
O 9.384 30.683 23.676

Molecular weight (g/mol): 744.70
Energy above the lowest of the compared OMol25 structures with the same formula, charge and spin (eV): 4.6122
Gap between HOMO and LUMO (eV): 10.58
Total energy (eV): -126974.438
HOMO energy (hartree): -0.3941

Atomic partial charges in e from the natural (NBO) method, atoms 1 to 2:
1. H 0.21
2. O -0.66

***

Molecular formula: C21H66N14O10
Method: DFT, ωB97M-V/def2-TZVPD

Cartesian coordinates (Å):
N -17.834 -8.086 18.096
O -13.324 -10.464 16.151
H -8.694 -6.752 18.115
H -16.040 -7.988 11.476
C -13.646 -12.363 9.013
H -17.979 -13.427 16.718
H -12.754 -12.711 11.397
C -16.564 -10.161 23.128
C -13.850 -12.558 11.287
C -18.621 -6.022 11.535
H -15.824 -10.352 23.908
C -18.758 -11.604 17.565
C -14.421 -11.875 12.511
H -13.067 -6.895 21.433
H -19.614 -11.977 18.138
C -13.962 -10.414 12.653
C -14.149 -8.928 20.063
N -16.053 -8.639 15.182
N -14.299 -7.563 16.243
N -8.921 -7.416 17.378
H -16.483 -11.583 16.277
H -17.863 -8.929 18.679
H -13.831 -11.697 8.178
N -14.431 -3.118 18.756
C -17.278 -11.737 15.549
H -11.754 -7.368 15.996
H -14.431 -2.167 18.404
O -15.887 -9.679 21.970
H -12.108 -2.833 17.662
H -17.054 -4.843 16.818
H -18.535 -6.912 15.820
H -14.954 -9.664 19.987
H -21.024 -4.964 13.819
H -15.669 -7.448 20.385
N -12.506 -3.749 17.514
H -12.872 -10.477 12.783
H -15.780 -9.584 15.424
H -18.118 -12.732 19.994
H -21.401 -5.633 12.224
H -20.245 -7.094 16.276
N -15.529 -3.517 15.143
H -16.992 -7.999 17.524
H -19.007 -10.589 17.217
H -16.376 -6.865 12.811
H -19.380 -6.913 13.181
N -14.030 -6.656 21.234
N -11.014 -7.970 16.395
C -20.613 -5.173 12.816
H -14.382 -9.995 13.563
H -14.321 -8.680 22.888
H -14.212 -13.584 11.145
O -13.984 -5.187 18.259
H -16.909 -13.307 18.869
H -8.428 -8.298 17.353
C -17.287 -12.400 19.360
H -14.173 -6.697 16.756
N -19.254 -7.128 16.499
H -13.890 -8.587 19.054
H -13.969 -6.070 20.423
H -13.144 -11.153 16.819
N -19.566 -12.644 15.389
C -15.198 -8.434 22.242
H -16.968 -12.270 14.651
H -15.347 -3.571 18.583
C -19.044 -7.855 17.588
C -15.399 -7.551 15.550
H -16.810 -8.491 14.511
H -15.819 -7.722 22.806
H -20.348 -13.073 15.870
N -17.209 -3.855 16.651
H -19.507 -6.126 10.898
H -17.520 -5.387 13.995
H -19.901 -11.702 15.190
H -20.446 -4.180 12.393
N -14.046 -12.599 13.763
C -14.790 -7.836 20.896
H -17.798 -3.283 17.245
H -16.496 -11.978 19.958
O -15.998 -6.438 15.351
C -19.253 -5.852 12.960
H -17.986 -5.153 11.286
H -10.632 -8.678 15.757
O -17.625 -11.326 18.451
O -16.612 -1.848 16.011
O -17.897 -7.184 11.408
O -20.013 -8.355 18.143
H -17.634 -10.733 15.272
H -14.713 -13.347 13.948
O -14.161 -11.743 10.177
H -15.506 -11.980 12.475
O -10.685 -6.118 17.496
N -18.411 -4.954 13.757
H -17.274 -9.401 23.491
C -13.623 -4.048 18.140
C -16.471 -3.051 15.973
H -16.103 -6.227 11.244
H -12.567 -12.498 9.142
H -18.801 -4.560 14.597
H -13.588 -11.035 15.391
H -17.073 -11.065 22.818
C -10.219 -7.186 17.085
H -15.122 -4.443 15.222
H -14.121 -13.332 8.846
H -13.276 -9.434 20.450
H -14.950 -2.744 14.830
H -11.930 -4.614 17.587
H -14.206 -9.839 11.767
H -13.140 -13.045 13.589
C -18.420 -12.536 16.310
H -13.935 -8.485 16.543
C -16.581 -7.087 11.759

Molecular weight (g/mol): 674.85
SMILES string: COC[C@H](C)N.COC[C@H](C)N.COC[C@H](C)N.COC[C@H](C)N.NC(N)=O.NC(N)=O.NC(N)=O.NC(N)=O.NC(N)=O.O
Gap between HOMO and LUMO (eV): 8.60
Total energy (eV): -64186.262
HOMO energy (hartree): -0.3146

Atomic partial charges in e from the Mulliken method, atoms 1 to 2:
1. N -0.08
2. O -0.54

***

Molecular formula: C23H26N
Method: DFT, ωB97M-V/def2-TZVPD

Cartesian coordinates (Å):
C -1.075 -1.573 -0.925
C -1.265 -3.573 -5.686
H 2.177 3.602 -1.074
C -0.405 -2.547 -1.648
C -1.886 0.787 3.282
H 0.097 -5.224 -5.366
H 0.989 4.073 0.180
H -0.657 -0.969 3.005
H -2.503 0.640 -0.565
H -3.359 2.370 3.286
H -0.138 -1.983 0.968
C -1.630 -2.111 -3.784
H -3.746 2.259 0.820
C -0.714 -2.871 -3.003
C -2.327 0.676 0.511
C 1.426 2.665 2.608
H 2.492 3.979 3.944
C 1.408 2.003 0.110
H 0.557 -4.623 -2.991
C -1.260 -0.193 2.524
H 2.959 0.133 3.360
N 1.522 0.841 -0.607
C -1.893 -2.460 -5.106
C -0.754 -1.271 0.390
C 1.881 0.312 1.543
H 3.189 3.918 2.310
H -2.130 -1.247 -3.338
C -0.381 -4.352 -4.920
C 2.177 -0.407 2.800
H 0.386 -3.115 -1.156
H -1.480 -3.837 -6.722
H 1.300 -0.494 3.469
C -1.438 -0.251 1.122
H 3.453 2.569 3.444
H -1.696 0.831 4.358
C -0.111 -4.011 -3.600
H 0.933 2.139 3.443
C 1.712 -0.215 0.260
C -2.792 1.670 2.677
H -2.591 -1.858 -5.688
H 2.536 -1.423 2.587
C 1.243 3.305 -0.562
C 2.733 3.320 3.105
H 0.437 3.260 -1.312
C 1.583 1.712 1.466
H 0.725 3.458 2.293
H 1.367 0.767 -1.613
H -1.925 -1.066 -1.394
C -3.014 1.602 1.296
H 1.887 -1.218 -0.103

Molecular weight (g/mol): 316.47
Energy above the lowest of the compared OMol25 structures with the same formula, charge and spin (eV): 0.0000
Gap between HOMO and LUMO (eV): 5.23
Total energy (eV): -25755.958
Charge: +1
HOMO energy (hartree): -0.3885

Atomic partial charges in e from the natural (NBO) method, atoms 1 to 2:
1. C -0.33
2. C -0.14

***

What are the lowest unoccupied orbital energy values for these records? In order: -0.14; -0.14; 0.04; -5.34 eV.